This record from the OMol25 dataset describes a cluster of 11 separate species, C41H51F2N5O4 in total. The level of theory is the ωB97M-V functional and the def2-TZVPD basis.

```
! wB97M-V def2-TZVPD RIJCOSX def2/J DEFGRID3
* xyz 0 1
F -1.21087 1.45150 -6.68936
F -5.09516 -5.71644 -1.08105
O -0.34440 0.79715 -0.13450
O -0.82506 4.35175 -3.38876
O -3.04910 1.23005 -0.20752
O 3.36177 -2.47667 -0.63070
N 1.95128 1.74315 -1.32599
N -0.72855 -6.84708 -0.35208
N -0.78547 5.27170 1.10967
N 3.03166 1.67234 6.52232
N -1.77757 -2.65059 3.07046
C -3.31052 -2.47118 -1.16867
C -0.16352 -0.45688 0.41647
C 4.29280 1.76978 -0.69967
C -0.64742 0.50027 -5.92314
C -2.38789 -1.45822 3.31758
C 3.66923 2.02169 4.24691
C 3.42902 3.30916 -2.35388
C -4.26219 -4.70503 -1.50974
C 0.72437 6.98503 1.89385
C -0.64244 -2.36944 5.26468
C -0.05522 0.80611 -4.72031
C -0.52751 6.50705 1.56077
C -0.94013 -0.82522 -6.26660
C 4.48698 2.82905 -1.54724
C -4.09802 -3.53527 -0.77615
C -1.56480 -5.88436 0.01408
C -3.62892 -4.79313 -2.72915
C 1.85022 1.14810 6.04871
C 3.87872 2.15243 5.60826
C 0.21529 -1.55537 -4.29780
C 0.34544 4.45754 0.96709
C -1.69622 3.74367 -2.44483
C -1.22721 -1.10994 5.38769
C 1.46618 1.14043 4.69713
C -2.82577 -3.72863 -3.16333
C 2.77894 -2.09880 -1.85029
C 1.14552 -5.40245 0.13471
C 1.84383 6.14472 1.78563
C -1.11270 -4.69940 0.58929
C 0.28331 -4.41204 0.62192
C -3.41192 2.37765 0.58031
C -2.10524 -0.64795 4.41586
C 2.98868 1.26185 -0.66895
C -2.64115 -2.59241 -2.41915
C -0.96598 -3.10073 4.08907
C 0.65582 -6.61720 -0.25226
C 1.65078 4.81020 1.31521
C -0.45762 -1.88829 -5.48901
C 0.36298 -0.23027 -3.85777
C 2.39897 1.59229 3.80839
C 2.18298 2.75595 -2.12601
H 3.53984 4.03062 -3.14986
H -0.63678 -4.11273 3.90499
H -2.40654 -3.71606 -4.15856
H 2.44639 4.08338 1.38694
H -3.68513 -5.59968 -3.44519
H 0.49947 -0.37670 1.27794
H 0.83748 7.98824 2.27748
H -1.42384 -1.02037 -7.21230
H 0.88359 -0.08259 -2.92313
H -3.62732 2.10855 1.61438
H 0.12145 -1.13615 -0.38695
H 1.38690 -7.40167 -0.38086
H -1.93299 4.47554 -1.67256
H -4.60221 -3.32151 0.15471
H 4.81077 2.61125 5.90351
H -0.76564 -2.89621 -5.72490
H 5.45173 3.28401 -1.71657
H -1.31316 2.93296 -1.82504
H -1.44072 7.05684 1.73448
H 0.20145 3.49151 0.50616
H -2.64949 3.55949 -2.94026
H -1.10530 -0.66789 0.92305
H 0.77284 -3.54891 1.04826
H -2.68364 3.18855 0.59242
H 2.88809 0.40705 -0.01656
H 0.48540 0.82769 4.37057
H 3.24272 -1.23628 -2.32888
H -2.09809 1.10340 -0.17362
H 2.79843 6.46559 2.17573
H -3.14034 -1.10270 2.62923
H 5.06676 1.37037 -0.06104
H 0.49450 1.03015 -0.53893
H 1.72689 -1.90053 -1.64535
H -2.05580 -1.77136 -2.80600
H 0.53960 -2.33376 -3.62301
H 2.20644 -5.25682 0.27489
H -2.59214 -6.21305 -0.04016
H -1.09888 -0.45677 6.23817
H -1.12558 5.24890 -3.55126
H -4.32833 2.79672 0.16476
H 4.39537 2.44873 3.57107
H -1.84852 -3.95379 0.85201
H 1.13031 0.76118 6.75470
H 1.36558 3.23224 -2.64699
H -0.11838 1.82244 -4.36045
H 2.74609 -2.96129 -2.51598
H -2.57408 0.29305 4.66308
H -3.22616 -1.58826 -0.55244
H 3.71887 -3.35774 -0.76416
H 2.16951 1.60027 2.75308
H 0.04634 -2.76351 5.99728
*
```

## Properties
Highest occupied orbital energy = -9.0 eV
DFT total energy = -64415.2512 eV
Strongest force on any atom = 3.05 eV/Å
Kohn-Sham gap = 9.343 eV
LUMO level = 0.326 eV
Energy relative to the best compared isomer or geometry (same formula, charge and spin) = 12.11 kcal per mole